[1]
Below is C11H19BO3 in the gas phase at a distorted geometry, with properties calculated with wB97M-V/def2-TZVPD.

expectation value of S² = 2.016
multiplicity = 3
strongest force on any atom = 5.55 eV/A
orbital gap (alpha / beta) = 5.835 / 4.650 eV
E_HOMO (alpha / beta) = -5.08 / -7.89 eV
total energy = -680.8244 hartree

CARTESIAN COORDINATES (ANGSTROEM)
1 B 0.552904 -1.077768 0.924733
2 C 1.902740 -1.582944 1.369937
3 C 2.967686 -0.795768 1.604206
4 C 3.054032 0.572895 1.112255
5 C 2.060640 1.136295 0.459211
6 C 0.432756 0.456803 0.227366
7 C -2.535878 -2.718817 0.325951
8 C 2.214836 -0.313388 -2.097304
9 C -2.250868 2.999692 0.641863
10 C -1.816352 -1.488682 0.816468
11 C 0.658494 -0.468876 -1.849737
12 C -0.779523 2.499843 0.867471
13 O -0.448159 -1.916732 1.017350
14 O 0.180015 0.698643 -1.155532
15 O -0.436113 1.162307 1.029855
16 H 1.876555 -2.593962 1.669552
17 H 3.953012 -1.052847 1.921721
18 H 3.935772 1.045381 1.190213
19 H 2.223324 2.163696 0.072451
20 H -2.542050 -2.987135 -0.650084
21 H -2.190608 -3.553029 0.791963
22 H -3.546916 -2.781437 0.523809
23 H 2.554358 -1.323461 -1.947082
24 H 2.352654 -0.107161 -3.154540
25 H 2.600145 0.517666 -1.290922
26 H -2.410071 3.983923 0.942366
27 H -2.551878 2.830459 -0.340792
28 H -2.793411 2.255090 1.310364
29 H -2.323719 -1.215676 1.676570
30 H -1.992327 -0.844032 -0.012029
31 H 0.475806 -1.414902 -1.238649
32 H 0.106864 -0.518028 -2.708843
33 H -0.405476 3.082572 1.749789
34 H -0.249650 2.863050 0.092719

Cartesian forces (eV/Å) of the 3 atoms listed first:
3.845 0.629 0.169
-1.792 0.904 -0.273
2.199 2.526 -0.975

Results of the natural (NBO) charge analysis, in e, for atoms 1 through 5: B 0.7604; C -0.6344; C -0.2333; C -0.2908; C -0.2448

***

[2]
Below is a molecular structure, C11H19Cl3O2Os at a distorted geometry, with properties calculated with wB97M-V/def2-TZVPD.

expectation value of S² = 6.015
energy relative to the best compared isomer or geometry (same formula, charge and spin) = 0.0 kcal per mole
multiplicity = 5
strongest force on any atom = 5.75 eV/A
orbital gap (alpha / beta) = 5.233 / 5.303 eV
total charge = -2
E_HOMO (alpha / beta) = -0.46 / -0.65 eV
total energy = -2052.1900 hartree

CARTESIAN COORDINATES (ANGSTROEM)
1 C -0.609880 0.446199 -1.214217
2 C -0.451097 1.615521 -0.496063
3 C -0.618916 1.335397 0.905431
4 C -0.317301 2.979685 -1.054917
5 C -0.850861 -0.015682 1.072345
6 C -0.741398 -0.708379 -0.263362
7 C -1.742924 -1.770465 -0.593190
8 C -0.948375 0.397456 -2.649811
9 C -0.723946 2.388025 1.940674
10 C -1.445341 -0.608167 2.277696
11 Os 1.215016 -1.727762 -0.221498
12 Cl 2.901099 2.749436 1.241287
13 Cl 2.089161 -0.272162 -1.744701
14 O 1.014389 -1.811440 1.666871
15 H 0.131651 2.949660 -2.055530
16 H 0.325346 3.588191 -0.405272
17 H -1.303731 3.466840 -1.136517
18 H 0.061547 3.137041 1.799934
19 H -0.605446 1.962396 2.943406
20 H -1.710028 2.881772 1.893470
21 H -1.170698 -0.007337 3.154166
22 H -1.069924 -1.623783 2.430385
23 H -2.548072 -0.637301 2.227732
24 H -1.631912 -2.604555 0.104189
25 H -1.615474 -2.119768 -1.616479
26 H -2.750957 -1.357309 -0.485383
27 H -0.275276 1.050228 -3.226351
28 H -1.985457 0.756009 -2.814664
29 H -0.879248 -0.623651 -3.037425
30 H 1.599707 -1.138782 2.042609
31 O 0.853461 -3.105663 -1.376160
32 H 1.127970 -2.872614 -2.284761
33 Cl 4.027679 -1.860662 1.660828
34 C 3.272592 -2.133728 0.062050
35 H 3.907543 -1.504757 -0.604174
36 H 3.469098 -3.199890 -0.142596

Cartesian forces (eV/Å) of the 3 atoms listed first:
-0.852 1.007 1.720
-0.471 -1.489 -0.934
-0.332 -1.701 0.058

Results of the natural (NBO) charge analysis, in e, for atoms 1 through 5: C 0.0412; C -0.0632; C -0.0295; C -0.6381; C 0.0024

***

[3]
Below is a molecular structure, C11H19IN4O3Ru at a distorted geometry, with properties calculated with wB97M-V/def2-TZVPD.

expectation value of S² = 6.022
multiplicity = 5
strongest force on any atom = 3.97 eV/A
orbital gap (alpha / beta) = 7.708 / 5.301 eV
total charge = +4
E_HOMO (alpha / beta) = -22.10 / -21.86 eV
total energy = -1266.1528 hartree

CARTESIAN COORDINATES (ANGSTROEM)
1 Ru -0.535600 0.732100 0.731300
2 C 2.845000 4.038100 -1.648100
3 N 1.491100 3.687400 -1.346600
4 C 0.489500 4.618600 -1.769000
5 C 1.138300 2.591300 -0.669900
6 O -0.079900 2.310300 -0.466500
7 C 2.195800 1.633400 -0.092300
8 O 1.477400 0.731500 0.755500
9 C 2.157300 -0.117500 1.682700
10 C 1.081500 -0.628800 2.657500
11 O -0.132100 -0.422600 2.365200
12 N 1.435100 -1.278100 3.769700
13 C 0.456300 -1.699700 4.720100
14 C 2.801800 -1.555300 4.099600
15 H 3.245500 4.759000 -0.918700
16 H 2.890400 4.567700 -2.606600
17 H 3.519800 3.186700 -1.692700
18 H 0.663200 5.608100 -1.318200
19 H -0.510100 4.279500 -1.504500
20 H 0.544400 4.795900 -2.851700
21 H 2.966800 2.164800 0.484300
22 H 2.685500 1.076600 -0.912100
23 H 2.949300 0.442500 2.198900
24 H 2.611800 -0.970600 1.145300
25 H -0.550700 -1.378200 4.455100
26 H 0.711400 -1.326900 5.724500
27 H 0.474200 -2.794200 4.833300
28 H 3.401700 -1.844100 3.237200
29 H 2.848000 -2.356400 4.841100
30 H 3.289000 -0.690000 4.570300
31 I -5.544000 -2.062200 -1.128000
32 C -4.304700 -0.590100 -0.286100
33 C -4.711000 0.660100 0.235100
34 N -3.620800 1.272900 0.671200
35 N -2.518000 0.518400 0.484300
36 C -2.906100 -0.612100 -0.103300
37 H -5.704600 1.082200 0.290500
38 H -3.574200 2.196300 1.111300
39 H -2.203000 -1.395200 -0.369200

Cartesian forces (eV/Å) of the 3 atoms listed first:
0.982 0.837 0.745
1.713 0.792 -0.113
-1.114 -2.737 1.635

Results of the natural (NBO) charge analysis, in e, for atoms 1 through 5: Ru 1.5978; C -0.4564; N -0.2394; C -0.4521; C 0.6381

***

[4]
Below is C11H19IO3 in the gas phase at a distorted geometry, with properties calculated with wB97M-V/def2-TZVPD.

energy relative to the best compared isomer or geometry (same formula, charge and spin) = 0.0 kcal per mole
strongest force on any atom = 5.00 eV/A
orbital gap = 9.078 eV
E_HOMO = -8.62 eV
total energy = -953.8532 hartree
SMILES string = CO[C@@]1(O)CCOC([C@@H](C)C(C)C)=C1I

CARTESIAN COORDINATES (ANGSTROEM)
1 C 4.143790 -2.230242 0.833936
2 O 2.900889 -1.602259 0.930396
3 C 2.061832 -1.536394 -0.172722
4 O 2.773844 -1.560879 -1.455739
5 C 0.940175 -2.613555 -0.166950
6 C -0.185849 -2.167681 -1.122557
7 O -0.773033 -0.954771 -0.613499
8 C 0.104437 0.090517 -0.559463
9 C -0.596286 1.424151 -0.766763
10 C -1.233250 1.446325 -2.147086
11 C -1.714592 1.500065 0.304790
12 C -0.958725 1.698773 1.600877
13 C -2.540578 2.739680 0.128484
14 C 1.329971 -0.038570 -0.122540
15 I 2.740343 1.517097 -0.023778
16 H 4.941882 -1.532236 0.417216
17 H 4.228292 -3.080150 0.069732
18 H 4.375882 -2.711435 1.798256
19 H 3.322838 -0.740405 -1.620100
20 H 0.425812 -2.504531 0.762712
21 H 1.363156 -3.539419 -0.452820
22 H 0.122143 -1.874143 -2.191998
23 H -0.941392 -2.824749 -1.015121
24 H 0.080571 2.264457 -0.724092
25 H -2.044414 0.672106 -2.267868
26 H -1.765888 2.363991 -2.454261
27 H -0.557883 1.258420 -2.942509
28 H -2.398441 0.586338 0.327246
29 H -0.717950 0.721824 2.187830
30 H -0.012281 2.049300 1.439333
31 H -1.613184 2.334482 2.272233
32 H -3.340677 2.553038 -0.592680
33 H -2.965392 3.005995 1.029375
34 H -1.868735 3.511850 -0.193460

Cartesian forces (eV/Å) of the 3 atoms listed first:
1.707 -1.310 -1.885
-0.372 -0.059 0.137
-0.689 2.921 -1.305

Results of the natural (NBO) charge analysis, in e, for atoms 1 through 5: C -0.2597; O -0.5555; C 0.5488; O -0.7612; C -0.4773

***

[5]
Below is a molecular structure, C11H19MnNSi at a distorted geometry, with properties calculated with wB97M-V/def2-TZVPD.

expectation value of S² = 6.206
multiplicity = 5
strongest force on any atom = 3.19 eV/A
orbital gap (alpha / beta) = 5.629 / 4.550 eV
total charge = -1
E_HOMO (alpha / beta) = -2.25 / -1.41 eV
total energy = -1925.6015 hartree

CARTESIAN COORDINATES (ANGSTROEM)
1 C 2.515469 1.592258 0.518707
2 C 2.725532 0.205421 0.153806
3 C 2.074151 -0.630989 1.117592
4 C 1.513740 0.216018 2.163542
5 C 1.821491 1.609092 1.820589
6 Mn 0.608837 0.748826 0.274996
7 C 1.195361 -0.217383 -2.845517
8 C 1.352325 0.867895 -3.633162
9 C 0.835975 2.108261 -3.582596
10 N -0.996534 1.255319 0.790703
11 H 1.975804 -1.716253 1.060866
12 H 3.196521 -0.131339 -0.789938
13 H 1.020270 -0.098393 3.101717
14 H 1.610377 2.489761 2.440468
15 H 2.803827 2.460436 -0.064658
16 H 1.990204 -0.740617 -2.305150
17 H -1.504109 2.048696 1.101606
18 H 0.172910 -0.573796 -2.598494
19 H 0.970552 2.861879 -4.367819
20 H 0.216573 2.462954 -2.696455
21 C -0.866149 -2.277234 1.433924
22 Si -1.530146 -0.654883 0.602215
23 C -2.079163 -1.409215 -1.083748
24 C -2.974400 -0.065512 1.573388
25 H -0.099925 -2.837282 0.878300
26 H -1.674618 -3.011024 1.583681
27 H -0.443103 -2.116837 2.431318
28 H -2.959839 -2.064659 -0.967267
29 H -2.381956 -0.646958 -1.813993
30 H -1.346629 -2.045632 -1.606273
31 H -3.742795 -0.800511 1.786261
32 H -2.589135 0.346759 2.514285
33 H -3.411417 0.764944 1.007106

Cartesian forces (eV/Å) of the 3 atoms listed first:
0.775 -0.602 1.947
-0.156 0.673 0.010
0.110 0.554 0.969

Results of the natural (NBO) charge analysis, in e, for atoms 1 through 5: C -0.4140; C -0.3546; C -0.3639; C -0.3684; C -0.3476

***

[6]
Below is a gas-phase ion, C11H19N3O (charge +2) at a distorted geometry, with properties calculated with wB97M-V/def2-TZVPD.

energy relative to the best compared isomer or geometry (same formula, charge and spin) = 89.9 kcal per mole
strongest force on any atom = 5.90 eV/A
orbital gap = 9.561 eV
total charge = +2
E_HOMO = -17.49 eV
total energy = -669.3159 hartree

CARTESIAN COORDINATES (ANGSTROEM)
1 C -3.180252 -0.050534 0.001900
2 C 0.849032 0.705232 -1.523944
3 C 1.675141 1.683723 0.791169
4 C 2.811347 -0.139795 -0.390485
5 C 0.760490 -1.544575 -0.437993
6 C 1.512007 -0.657407 1.649450
7 C 2.044648 1.131714 -0.619806
8 C -0.024477 -0.262135 -0.757471
9 C 0.712290 0.679231 1.442467
10 C -0.405161 0.591314 0.479243
11 C -4.622594 0.052071 -0.449802
12 N -2.455369 1.164451 -0.203482
13 N -2.578922 -1.007515 0.556191
14 N 1.962017 -1.110305 0.334714
15 O -1.365831 1.369342 0.627975
16 H 0.233348 1.542722 -1.793193
17 H 1.059008 0.163084 -2.381228
18 H 2.553216 1.801697 1.239326
19 H 1.069246 2.618774 0.739137
20 H 3.096091 -0.517995 -1.342978
21 H 3.635487 0.193857 0.203732
22 H 0.266466 -2.329681 0.105071
23 H 1.110555 -2.053729 -1.240994
24 H 2.338966 -0.468292 2.315569
25 H 0.863946 -1.372940 1.971348
26 H 2.472208 1.957282 -1.267239
27 H -0.973949 -0.630089 -1.152327
28 H 0.385245 0.930781 2.442907
29 H -4.736350 -0.235262 -1.474417
30 H -5.004118 1.158445 -0.382800
31 H -5.170652 -0.601869 0.187189
32 H -2.956616 1.950707 -0.212503
33 H -3.129152 -1.760660 0.794806
34 H 2.805073 -1.807027 0.618230

Cartesian forces (eV/Å) of the 3 atoms listed first:
-0.349 0.421 0.499
-1.170 1.111 2.020
-4.759 0.445 -3.464

Results of the natural (NBO) charge analysis, in e, for atoms 1 through 5: C 0.4539; C -0.4026; C -0.3756; C -0.2499; C -0.2091